Record 1
Molecular formula: C2H5N3OS
Method: DFT, wB97M-V/def2-TZVPD

Each line ends with the Löwdin charge.
CARTESIAN COORDINATES (ANGSTROEM)
H1 -2.373 1.740 -0.745  0.089
N1 -1.292 1.658 -0.908  0.012
C1 -0.542 0.653 -0.551  -0.767
N2 -0.840 -0.520 0.100  -0.079
N3 -0.038 -0.669 1.413  -0.032
S1 1.159 1.289 -0.440  0.966
C2 1.878 -0.308 -0.961  -0.544
O1 3.101 -0.405 -0.885  -0.079
H2 -1.781 -0.507 0.455  0.099
H3 -0.533 -0.039 2.104  0.084
H4 -0.081 -1.703 1.868  0.137
H5 1.342 -1.189 -1.449  0.114

SMILES   [H]/N=C(\NN)SC=O
Total charge   0
LUMO level   0.50 eV
HOMO   -0.3432 hartree
Kohn-Sham gap   9.84 eV


Record 2
Molecular formula: C2H5N3OS
Method: DFT, wB97M-V/def2-TZVPD

Each line ends with the Löwdin charge.
CARTESIAN COORDINATES (ANGSTROEM)
H1 -0.312 -0.685 1.778  0.049
N1 0.078 -0.763 0.859  0.100
C1 -0.044 -1.818 0.230  -0.848
O1 0.630 -1.961 -0.980  -0.085
S1 -0.622 -3.481 0.654  0.766
H2 0.932 -1.053 -1.313  0.101
H3 -1.862 -3.287 1.252  -0.118
N2 0.907 1.389 -1.791  0.124
C2 0.505 2.056 -0.933  -0.389
N3 0.212 2.957 0.013  0.100
H4 -0.046 3.885 -0.495  0.159
H5 -0.380 2.762 0.727  0.041

SMILES   [H]/N=C(/O)S.N#CN
Total charge   0
LUMO level   0.46 eV
HOMO   -0.3545 hartree
Kohn-Sham gap   10.10 eV


Record 3
Molecular formula: C2H5N3OS
Method: DFT, wB97M-V/def2-TZVPD

Each line ends with the Löwdin charge.
CARTESIAN COORDINATES (ANGSTROEM)
H1 1.039 1.993 0.055  0.059
N1 0.411 1.184 0.020  0.080
C1 1.034 0.085 -0.012  -0.833
N2 2.393 -0.112 -0.194  0.047
S1 0.114 -1.421 -0.137  0.956
N3 -1.459 -0.898 0.407  -0.299
C2 -2.324 -0.244 -0.450  -0.393
O1 -3.317 0.360 -0.005  -0.003
H2 2.914 0.741 0.001  0.096
H3 2.754 -0.816 0.439  0.078
H4 -1.522 -0.584 1.368  0.100
H5 -2.036 -0.288 -1.493  0.113

SMILES   [H]/N=C(\N)SNC=O
Total charge   0
LUMO level   0.45 eV
HOMO   -0.3586 hartree
Kohn-Sham gap   10.20 eV


Record 4
Molecular formula: C2H5N3S
Method: DFT, wB97M-V/def2-TZVPD

Each line ends with the Löwdin charge.
CARTESIAN COORDINATES (ANGSTROEM)
C1 -0.314 -0.359 -0.353  -0.090
C2 0.848 -0.385 0.589  -0.563
N1 1.666 -1.387 0.099  -0.051
N2 2.865 -1.011 -0.198  -0.363
S1 3.129 0.586 -0.208  0.864
N3 1.554 0.944 0.535  -0.288
H1 -0.559 -1.390 -0.360  0.047
H2 0.015 -0.005 -1.388  0.102
H3 -1.227 0.330 0.012  0.126
H4 0.489 -0.707 1.550  0.131
H5 1.469 1.594 1.345  0.084

SMILES   C[C@H]1N=NSN1
Total charge   0
LUMO level   0.28 eV
HOMO   -0.3072 hartree
Kohn-Sham gap   8.64 eV


Record 5
Molecular formula: C2H5N3S
Method: DFT, wB97M-V/def2-TZVPD

Each line ends with the Löwdin charge.
CARTESIAN COORDINATES (ANGSTROEM)
C1 -1.924 -0.547 -0.296  -0.068
C2 -0.716 -0.003 0.375  -0.182
N1 0.209 0.517 -0.298  0.010
N2 1.275 1.170 0.001  -0.055
N3 2.431 0.636 0.042  -0.587
S1 2.898 -0.940 0.010  0.431
H1 -2.052 -0.100 -1.279  0.080
H2 -2.806 -0.366 0.314  0.074
H3 -1.815 -1.625 -0.422  0.083
H4 -0.670 -0.082 1.466  0.126
H5 3.169 1.340 0.087  0.088

SMILES   C/C=N/N=[NH+]\[S-]
Total charge   0
LUMO level (alpha / beta)   0.11 / 0.11 eV
HOMO (alpha / beta)   -0.2954 / -0.2954 hartree
Kohn-Sham gap (alpha / beta)   8.15 / 8.15 eV


Record 6
Molecular formula: C2H5N3S
Method: DFT, wB97M-V/def2-TZVPD

Each line ends with the Löwdin charge.
CARTESIAN COORDINATES (ANGSTROEM)
C1 -1.087 -1.318 0.413  -0.083
N1 -1.318 -0.575 -0.595  -0.042
N2 -0.861 0.713 -0.528  -0.064
C2 0.242 1.288 0.032  -0.359
N3 1.417 0.816 0.297  -0.350
S1 1.882 -0.704 -0.397  0.691
H1 -0.830 -0.928 1.367  0.071
H2 -1.228 -2.345 0.152  0.064
H3 -1.331 1.370 -1.097  0.112
H4 -0.067 2.253 0.435  0.115
H5 3.182 -0.571 -0.079  -0.155

SMILES   C=NN/C=N\S
Total charge   0
LUMO level   0.87 eV
HOMO   -0.3095 hartree
Kohn-Sham gap   9.29 eV


Record 7
Molecular formula: C2H5N3S
Method: DFT, wB97M-V/def2-TZVPD

Each line ends with the Löwdin charge.
CARTESIAN COORDINATES (ANGSTROEM)
C1 -1.298 0.214 0.041  -0.841
C2 2.532 0.008 -0.033  -0.164
H1 -3.226 0.291 0.225  0.162
H2 -2.482 -1.784 -0.268  0.269
H3 0.116 1.312 -0.092  -0.050
H4 2.836 -1.063 0.595  0.124
H5 3.390 0.680 -0.431  0.099
N1 -2.450 -0.444 -0.145  -0.035
N2 -0.884 1.448 0.147  0.024
N3 1.317 0.281 -0.126  -0.433
S1 0.150 -0.943 0.086  0.847

Total charge   0
LUMO level   -0.17 eV
HOMO   -0.3148 hartree
Kohn-Sham gap   8.40 eV


Record 8
Molecular formula: C2H5N3S2
Method: DFT, wB97M-V/def2-TZVPD

Each line ends with the Löwdin charge.
CARTESIAN COORDINATES (ANGSTROEM)
C1 -0.103 -0.798 -0.324  -1.012
C2 0.892 0.330 1.772  -0.177
H1 -2.037 -1.922 -2.142  -0.085
H2 -0.041 0.768 -1.704  0.032
H3 -0.228 1.239 0.005  0.266
H4 0.916 -0.522 2.334  0.046
H5 0.875 2.346 1.561  0.034
N1 -0.455 -0.075 -1.473  -0.389
N2 0.610 0.246 0.290  -0.071
N3 1.138 1.594 2.257  0.037
S1 -1.242 -0.931 -2.896  0.649
S2 -0.324 -2.276 0.319  0.671

Total charge   0
LUMO level   -0.19 eV
HOMO   -0.3394 hartree
Kohn-Sham gap   9.05 eV


Record 9
Molecular formula: C2H5N3S2
Method: DFT, wB97M-V/def2-TZVPD

Each line ends with the Löwdin charge.
CARTESIAN COORDINATES (ANGSTROEM)
H1 0.217 -1.727 1.269  0.042
N1 -0.619 -1.301 1.704  0.116
C1 -0.331 -0.113 1.626  -0.740
N2 -0.784 0.881 2.507  0.002
S1 0.970 0.838 0.487  0.831
N3 0.951 -0.774 -0.411  -0.435
C2 0.367 -0.795 -1.711  -0.799
S2 -0.769 0.192 -2.357  0.583
H2 -1.562 0.623 3.114  0.083
H3 -1.145 1.715 1.847  0.131
H4 1.674 -1.548 -0.137  0.137
H5 0.539 -1.735 -2.261  0.048

SMILES   [H]/N=C(/N)SNC=S
Total charge   0
LUMO level   -0.18 eV
HOMO   -0.3176 hartree
Kohn-Sham gap   8.46 eV


Record 10
Molecular formula: C2H5N5
Method: DFT, wB97M-V/def2-TZVPD

Each line ends with the Löwdin charge.
CARTESIAN COORDINATES (ANGSTROEM)
N1 2.203 0.092 0.183  -0.009
N2 1.247 -0.947 -0.177  -0.065
C1 -0.133 -0.544 -0.124  -0.402
C2 -0.599 0.721 -0.174  -0.048
N3 -1.983 0.472 -0.030  -0.069
N4 -2.311 -0.769 0.073  -0.002
N5 -1.132 -1.403 0.004  0.039
H1 2.233 0.692 -0.704  0.099
H2 1.761 0.629 0.936  0.061
H3 1.488 -1.892 0.006  0.099
H4 -0.166 1.705 -0.379  0.109
H5 -2.610 1.243 0.383  0.186

SMILES   NNc1c[nH]nn1
Total charge   0
LUMO level   0.73 eV
HOMO   -0.3217 hartree
Kohn-Sham gap   9.48 eV


Record 11
Molecular formula: C2H5N5
Method: DFT, wB97M-V/def2-TZVPD

Each line ends with the Löwdin charge.
CARTESIAN COORDINATES (ANGSTROEM)
N1 1.182 0.188 1.264  0.144
C1 0.075 -0.217 1.276  -0.363
N2 -0.788 -0.995 1.088  0.004
N3 -2.083 -1.063 0.643  0.000
H1 1.501 0.824 1.962  0.064
H2 -2.411 -0.606 -0.203  0.083
H3 -2.351 -2.085 0.658  0.108
N4 0.647 1.986 -1.288  0.104
C2 1.026 0.876 -1.600  -0.479
N5 1.250 -0.216 -1.986  0.146
H4 0.886 2.405 -0.335  0.094
H5 1.064 -1.096 -1.479  0.094

SMILES   N=C=NN.N=C=N
Total charge   0
LUMO level   0.56 eV
HOMO   -0.3298 hartree
Kohn-Sham gap   9.54 eV


Record 12
Molecular formula: C2H5N5
Method: DFT, wB97M-V/def2-TZVPD

Each line ends with the Löwdin charge.
CARTESIAN COORDINATES (ANGSTROEM)
N1 -1.075 0.186 0.107  -0.176
C1 1.038 -0.207 -0.135  -0.501
N2 -2.363 -0.220 0.215  0.039
N3 2.124 -1.045 -0.287  0.101
C2 0.082 1.543 0.893  0.037
N4 -0.221 -0.712 -0.266  0.083
N5 1.125 0.994 0.397  0.019
H1 -3.014 0.428 -0.210  0.089
H2 -2.511 -1.196 -0.024  0.089
H3 3.000 -0.559 -0.390  0.083
H4 1.983 -1.790 -0.955  0.082
H5 -0.167 2.579 0.655  0.054

Total charge   0
LUMO level (alpha / beta)   0.78 / 0.78 eV
HOMO (alpha / beta)   -0.2650 / -0.2650 hartree
Kohn-Sham gap (alpha / beta)   7.99 / 7.99 eV


Record 13
Molecular formula: C2H5N5O
Method: DFT, wB97M-V/def2-TZVPD

Each line ends with the Löwdin charge.
CARTESIAN COORDINATES (ANGSTROEM)
N1 2.391 -0.251 -0.124  -0.018
N2 1.361 -1.011 0.178  -0.022
C1 0.199 -0.570 0.193  -0.380
C2 -1.037 -1.371 0.137  -0.046
N3 -2.120 -0.630 -0.115  0.096
O1 -1.636 0.743 -0.222  -0.132
N4 -0.132 0.681 -0.387  -0.109
N5 0.417 1.735 0.389  0.021
H1 2.143 0.510 -0.783  0.069
H2 3.161 -0.714 -0.807  0.156
H3 -0.904 -2.323 0.639  0.117
H4 0.506 2.704 -0.098  0.129
H5 -0.207 1.861 1.252  0.121

SMILES   N/N=c1/cnon1N
Total charge   0
LUMO level   0.18 eV
HOMO   -0.3152 hartree
Kohn-Sham gap   8.76 eV


Record 14
Molecular formula: C2H5N5O
Method: DFT, wB97M-V/def2-TZVPD

Each line ends with the Löwdin charge.
CARTESIAN COORDINATES (ANGSTROEM)
C1 -1.760 -2.800 -0.811  -0.109
C2 0.245 0.025 0.201  -0.347
H1 -0.986 -3.370 -1.206  0.014
H2 -2.680 -2.823 -1.557  0.111
H3 -1.813 -3.033 0.375  0.112
H4 -2.151 -0.958 -0.064  0.131
H5 2.191 -0.167 1.616  0.309
N1 -1.412 -1.280 -0.803  -0.134
N2 -0.071 -1.084 -0.269  0.049
N3 1.647 0.502 0.469  -0.017
N4 1.686 1.775 0.713  -0.095
N5 0.593 2.385 0.406  0.052
O1 -0.322 1.363 0.111  -0.076

Total charge   0
LUMO level   -0.51 eV
HOMO   -0.3250 hartree
Kohn-Sham gap   8.34 eV


Record 15
Molecular formula: C2H5N5O
Method: DFT, wB97M-V/def2-TZVPD

Each line ends with the Löwdin charge.
CARTESIAN COORDINATES (ANGSTROEM)
H1 0.981 2.022 -0.060  0.036
N1 -0.025 2.016 0.026  0.178
C1 -0.484 0.845 -0.007  -0.431
N2 -1.888 0.530 0.065  0.097
N3 -2.024 -0.699 0.046  0.059
O1 -0.810 -1.348 -0.092  -0.052
N4 0.156 -0.386 -0.360  -0.086
N5 1.318 -0.712 0.359  -0.065
C2 2.598 -0.169 -0.116  -0.105
H2 1.217 -0.463 1.347  0.127
H3 2.612 -0.049 -1.240  0.106
H4 2.860 0.835 0.264  0.066
H5 3.373 -0.857 0.203  0.071

SMILES   [H]/N=c1/nnon1NC
Total charge   0
LUMO level   -0.17 eV
HOMO   -0.3610 hartree
Kohn-Sham gap   9.66 eV


Record 16
Molecular formula: C2H5N5O
Method: DFT, wB97M-V/def2-TZVPD

Each line ends with the Löwdin charge.
CARTESIAN COORDINATES (ANGSTROEM)
N1 -2.440 -0.950 -0.302  -0.044
N2 -1.413 -0.155 0.187  -0.267
C1 -1.251 1.145 -0.234  -0.090
N3 0.069 1.714 -0.061  0.116
C2 0.722 0.517 0.266  -0.491
N4 2.000 0.314 0.063  -0.040
O1 2.421 -0.974 -0.296  -0.154
N5 0.022 -0.698 0.419  0.122
H1 -2.975 -1.606 0.559  0.160
H2 -1.930 -1.876 -0.945  0.184
H3 -2.391 1.558 -0.291  0.172
H4 3.438 -0.680 -0.654  0.194
H5 -0.001 -1.141 1.354  0.139

SMILES   Nn1cn/c(=N/O)[nH]1
Total charge   0
LUMO level   0.23 eV
HOMO   -0.2874 hartree
Kohn-Sham gap   8.05 eV


Record 17
Molecular formula: C2H5N5O
Method: DFT, wB97M-V/def2-TZVPD

Each line ends with the Löwdin charge.
CARTESIAN COORDINATES (ANGSTROEM)
C1 -0.077 0.096 -2.060  -0.077
C2 0.803 -0.296 -0.922  -0.538
N1 -1.209 0.628 -1.854  -0.111
N2 -1.632 1.424 -1.057  0.082
N3 0.262 -0.031 0.263  0.116
N4 0.336 -0.250 2.571  -0.001
N5 0.937 -0.366 1.391  -0.128
O1 1.855 -0.825 -1.288  0.020
H1 0.133 -0.333 -3.121  0.151
H2 -2.646 1.235 -0.830  0.096
H3 -0.523 -0.794 2.761  0.106
H4 0.050 0.679 2.712  0.067
H5 1.710 -1.168 1.433  0.216

Total charge   0
LUMO level (alpha / beta)   -1.47 / -0.19 eV
HOMO (alpha / beta)   -0.2836 / -0.3272 hartree
Kohn-Sham gap (alpha / beta)   6.25 / 8.71 eV


Record 18
Molecular formula: C2H5N5S
Method: DFT, wB97M-V/def2-TZVPD

Each line ends with the Löwdin charge.
CARTESIAN COORDINATES (ANGSTROEM)
C1 -0.368 1.000 1.497  -0.109
C2 -0.649 -0.282 -2.369  -0.802
N1 0.461 0.144 1.486  -0.092
N2 0.810 -1.039 1.424  0.003
N3 0.098 -1.091 -1.921  -0.074
N4 -0.741 2.287 1.289  0.103
N5 0.682 -2.069 -1.214  0.012
S1 -1.620 0.909 -2.711  0.571
H1 1.632 -1.205 1.943  0.036
H2 -0.271 2.793 0.604  0.067
H3 -1.730 2.425 1.171  0.095
H4 1.608 -1.765 -0.912  0.076
H5 0.087 -2.107 -0.288  0.113

Total charge   0
LUMO level   0.16 eV
HOMO   -0.2982 hartree
Kohn-Sham gap   8.28 eV


Record 19
Molecular formula: C2H5NO
Method: DFT, wB97M-V/def2-TZVPD

Each line ends with the Löwdin charge.
CARTESIAN COORDINATES (ANGSTROEM)
C1 -0.752 -0.571 -0.107  -0.170
C2 -0.328 0.798 0.033  -0.091
N1 1.889 0.559 -0.040  0.067
O1 1.998 -0.608 0.018  -0.076
H1 -1.323 -0.912 0.723  0.069
H2 -1.235 -0.879 -0.965  0.051
H3 0.108 -1.220 0.131  0.064
H4 -0.228 1.208 0.935  -0.002
H5 -0.130 1.624 -0.728  0.089

Total charge   0
LUMO level (alpha / beta)   0.28 / 0.05 eV
HOMO (alpha / beta)   -0.2832 / -0.2992 hartree
Kohn-Sham gap (alpha / beta)   7.99 / 8.20 eV


Record 20
Molecular formula: C2H5NO
Method: DFT, wB97M-V/def2-TZVPD

Each line ends with the Löwdin charge.
CARTESIAN COORDINATES (ANGSTROEM)
C1 1.529 0.092 0.267  -0.126
N1 1.015 -1.037 0.011  -0.009
H1 0.959 0.939 0.716  0.064
H2 2.505 0.443 -0.138  0.065
H3 1.272 -1.838 0.569  0.064
C2 -1.819 0.355 -0.380  -0.168
O1 -2.017 0.709 0.750  -0.017
H4 -1.365 -0.624 -0.534  0.049
H5 -2.079 0.961 -1.261  0.078

SMILES   C=N.C=O
Total charge   0
LUMO level   0.05 eV
HOMO   -0.3160 hartree
Kohn-Sham gap   8.65 eV


The calculation returns the following DFT total energy values, one per record and in order: -716.79126, -716.86138, -716.89758, -641.56454, -641.55181, -641.56331, -641.50150, -1039.70465, -1039.76908, -352.90092, -352.87310, -352.86379, -428.01095, -427.97480, -428.06176, -427.97015, -428.02570, -750.99969, -209.03038, -209.06687 Ha.
The calculation returns the following ΔE to the lowest compared entry with this formula, charge and spin values, one per record and in order: 93.8, 49.8, 27.1, 75.0, 83.0, 75.8, 114.5, 112.1, 71.7, 71.4, 88.9, 94.7, 133.1, 155.8, 101.3, 158.7, 123.9, 89.1, 120.5, 97.6 kcal/mol.